# 1
105
Properties=species:S:1:pos:R:3:forces:R:3 method="wB97M-V/def2-TZVPD" smiles="CCP(C)[C@]1(CCCCN)C[C@H]([C@@H](Cl)[C@@H](C)Cl)S(=O)(=O)O[C@@H]1S.CCO.CCO.CCO.CCO.CCO.CCO" e_tot_ha=-3818.93088 homo_ev=-8.18 lumo_energy_ev=0.4 orbital_gap_ev=8.5304 mol_weight_da=700.8
C -5.604 -1.680 1.398 0.15 1.08 -1.17
C -4.357 -1.800 0.415 -0.66 -1.42 1.29
P -3.054 -0.638 1.070 -0.55 1.23 0.04
C -2.644 -1.370 2.771 -0.50 -0.37 -0.62
C -1.422 -0.729 0.127 1.54 -0.52 1.14
C -0.762 -2.168 0.073 -0.07 0.81 -1.81
C -1.596 -3.242 -0.684 0.73 -1.47 0.92
C -0.720 -4.185 -1.588 -1.14 0.21 -0.15
C -0.442 -3.517 -2.969 -0.47 -0.35 0.62
N -1.573 -3.799 -3.879 0.26 0.45 -0.13
C -0.403 0.115 1.030 -0.33 -0.59 -0.11
C 0.855 0.597 0.250 -0.96 0.56 0.11
C 1.933 1.293 1.128 0.62 -0.29 0.28
Cl 1.169 2.289 2.448 0.11 -0.35 -0.83
C 2.945 0.262 1.772 -0.06 0.26 -0.15
C 3.967 -0.326 0.751 -0.32 -0.71 0.30
Cl 3.832 1.111 3.139 -0.01 -0.54 -0.61
S 0.241 1.858 -0.967 0.38 3.55 -1.11
O 0.960 1.775 -2.252 -1.29 -0.76 2.26
O 0.216 3.212 -0.362 -0.28 -3.13 -0.94
O -1.355 1.422 -1.177 2.14 -0.47 0.70
C -1.427 -0.026 -1.275 -0.94 -0.17 0.29
S -2.862 -0.386 -2.356 -0.04 -0.10 -0.66
H -5.323 -1.339 2.409 -0.21 -0.55 -0.30
H -6.217 -2.596 1.375 0.44 0.31 0.32
H -6.240 -0.881 0.965 0.22 -0.44 0.48
H -4.077 -2.878 0.440 0.15 0.72 -0.23
H -4.745 -1.562 -0.586 0.63 0.03 0.33
H -3.372 -0.989 3.513 0.34 -0.12 -0.54
H -1.646 -1.074 3.129 -0.37 -0.29 -0.29
H -2.784 -2.468 2.698 0.44 0.46 0.33
H -0.426 -2.500 1.074 -0.55 0.15 -0.44
H 0.184 -2.023 -0.514 -0.43 -0.21 0.40
H -2.456 -2.857 -1.256 0.56 0.09 0.22
H -2.028 -3.919 0.090 0.01 0.53 -0.44
H 0.179 -4.559 -1.065 -0.26 0.50 -0.20
H -1.361 -5.077 -1.765 0.58 0.41 -0.15
H 0.474 -3.938 -3.417 -0.32 0.48 0.12
H -0.379 -2.416 -2.786 0.60 -0.55 -0.22
H -1.342 -3.465 -4.818 -0.08 -0.38 0.24
H -2.369 -3.232 -3.593 -0.01 -0.16 0.04
H -0.027 -0.575 1.815 -0.26 0.56 -0.30
H -0.955 0.948 1.519 0.63 -0.28 -0.38
H 1.307 -0.203 -0.369 -0.14 0.42 0.36
H 2.540 1.957 0.479 -0.42 -0.08 0.58
H 2.426 -0.580 2.262 0.03 0.65 -0.11
H 3.782 -1.420 0.689 0.11 0.61 -0.06
H 5.002 -0.236 1.131 -0.59 0.19 -0.41
H 3.855 0.068 -0.276 0.18 0.12 0.59
H -0.535 -0.384 -1.840 -0.73 0.08 0.08
H -3.889 0.442 -1.972 1.05 -0.22 0.41
C -3.471 4.136 3.914 -0.06 0.00 0.11
C -2.265 3.250 3.667 -0.07 0.31 -0.38
O -2.259 2.786 2.320 0.00 -0.30 0.23
H -4.394 3.588 3.713 0.05 -0.05 0.05
H -3.491 4.492 4.946 -0.02 0.04 -0.03
H -3.459 5.000 3.246 0.07 0.03 0.08
H -2.291 2.377 4.320 0.04 -0.07 -0.14
H -1.334 3.796 3.857 -0.02 -0.01 0.19
H -2.225 3.556 1.745 0.10 -0.02 -0.13
C 1.641 -1.119 -7.247 0.00 0.08 0.04
C 0.519 -2.115 -7.459 0.02 0.27 0.22
O 0.296 -2.885 -6.277 -0.05 -0.23 -0.07
H 2.561 -1.634 -6.974 -0.06 -0.07 -0.09
H 1.820 -0.535 -8.151 0.04 -0.01 0.03
H 1.402 -0.435 -6.428 -0.08 0.05 -0.07
H 0.771 -2.808 -8.261 -0.05 -0.09 0.13
H -0.410 -1.600 -7.725 0.05 0.01 -0.15
H 0.066 -2.270 -5.573 0.13 0.12 0.01
C 5.636 -0.179 -8.874 0.02 0.08 0.07
C 5.062 -1.524 -8.472 0.19 0.08 -0.47
O 4.073 -1.941 -9.410 -0.20 -0.06 0.30
H 4.846 0.572 -8.930 0.00 -0.03 0.08
H 6.390 0.156 -8.159 0.01 0.02 -0.05
H 6.095 -0.235 -9.865 0.08 -0.03 0.06
H 4.587 -1.458 -7.494 -0.07 -0.08 -0.08
H 5.848 -2.284 -8.423 0.05 0.06 0.16
H 4.500 -2.004 -10.268 -0.01 -0.02 -0.08
C -9.726 1.224 2.240 -0.07 -0.01 0.05
C -8.550 0.322 1.916 -0.11 0.37 -0.22
O -8.630 -0.148 0.574 0.03 -0.29 0.10
H -10.666 0.689 2.102 0.05 -0.04 0.06
H -9.673 1.582 3.270 -0.01 0.04 -0.04
H -9.746 2.088 1.570 0.07 0.04 0.08
H -8.545 -0.547 2.575 0.05 -0.08 -0.17
H -7.603 0.857 2.046 -0.01 -0.02 0.20
H -8.624 0.620 -0.003 -0.02 0.04 -0.06
C 7.336 0.965 5.347 -0.02 -0.01 0.05
C 7.957 0.196 4.196 -0.24 0.30 -0.05
O 6.956 -0.227 3.274 0.17 -0.30 -0.06
H 6.603 0.345 5.867 0.07 -0.03 0.00
H 8.098 1.284 6.062 -0.04 0.04 -0.01
H 6.807 1.849 4.983 0.09 0.05 0.03
H 8.466 -0.696 4.561 -0.07 -0.05 -0.13
H 8.688 0.816 3.666 0.12 -0.03 0.13
H 6.513 0.560 2.945 -0.10 0.04 0.06
C 2.401 3.640 6.871 -0.03 -0.03 0.08
C 3.179 4.770 6.223 -0.14 -0.30 -0.23
O 4.198 4.256 5.372 0.18 0.12 0.11
H 3.070 3.001 7.451 0.00 0.08 0.02
H 1.624 4.028 7.532 -0.01 -0.04 -0.03
H 1.932 3.008 6.112 -0.06 0.07 0.00
H 3.663 5.385 6.981 0.10 -0.01 -0.11
H 2.514 5.409 5.633 -0.06 0.08 0.14
H 3.769 3.721 4.697 0.00 -0.03 -0.07


# 2
108
Properties=species:S:1:pos:R:3:forces:R:3 method="wB97M-V/def2-TZVPD" e_tot_ha=-2069.36330 homo_ev=-12.44 lumo_energy_ev=-4.9 orbital_gap_ev=7.5272 mol_weight_da=618.9 charge=+2 de_lowest_kj_mol=0.0
C 3.200 -2.531 1.664 2.59 0.28 -2.89
C 3.321 -4.041 1.843 -2.64 0.94 -4.49
C 3.700 -4.624 0.464 -5.52 -6.40 1.05
O 2.468 -4.791 -0.381 -0.29 2.39 2.22
C 2.512 -5.590 -1.538 7.59 -1.20 1.79
N 4.163 -4.483 2.923 4.15 -1.70 -2.58
H 5.284 -4.242 2.624 -3.67 -1.26 1.20
H 3.955 -3.866 3.622 -0.41 1.71 3.15
H 4.000 -5.488 3.214 0.57 1.34 -0.42
H 2.347 -2.219 1.113 -1.47 -0.48 -0.12
H 3.935 -2.122 0.856 -0.33 -0.62 1.83
H 3.230 -1.952 2.524 0.22 1.06 1.80
H 2.268 -4.314 1.843 0.00 -0.97 1.44
H 3.942 -5.728 0.504 0.75 0.99 0.65
H 4.410 -4.113 0.053 4.17 3.15 -2.99
H 3.544 -5.269 -2.053 -2.44 -0.61 0.11
H 1.710 -5.549 -2.177 -2.03 0.43 -1.01
H 2.822 -6.638 -1.178 -1.09 0.89 -0.81
C 0.837 0.585 1.520 0.11 0.48 0.41
C -0.530 0.368 0.661 4.92 2.26 -0.03
C -0.650 -1.053 0.002 0.77 5.23 -3.67
O 0.544 -1.465 -0.646 0.15 3.81 2.04
C 0.411 -2.679 -1.155 -0.15 -4.47 -3.74
N -1.701 0.788 1.388 1.61 0.14 -0.35
H -1.747 0.237 2.162 -0.46 -1.67 3.52
H -2.061 1.707 1.644 0.82 1.31 -0.19
H -2.378 0.412 0.843 -4.00 -1.26 -2.12
H 1.338 1.654 1.703 -1.78 -2.16 -0.71
H 1.576 0.006 1.017 0.77 0.06 -1.22
H 0.933 -0.003 2.462 -1.15 0.68 -0.12
H -0.533 1.101 -0.128 0.87 0.14 -0.64
H -1.429 -0.809 -0.772 0.26 -1.14 0.53
H -0.941 -1.628 0.736 -1.64 -3.98 3.43
H -0.378 -2.737 -1.951 -0.28 0.13 0.88
H 0.229 -3.432 -0.371 0.03 -0.07 -0.36
H 1.242 -3.046 -1.880 -0.56 1.15 1.87
C -2.894 -2.569 3.013 -4.87 2.56 -0.02
C -1.887 -1.625 3.451 0.34 -0.70 1.73
O -0.725 -1.866 3.360 3.32 -0.46 -0.38
N -2.260 -0.402 3.920 -4.30 -0.34 -0.27
C -1.416 0.467 4.670 -1.23 2.40 0.92
H -3.207 -1.921 2.150 -0.47 -1.25 -0.24
H -3.850 -2.530 3.645 1.29 0.29 -0.51
H -2.870 -3.594 2.780 1.54 -0.98 -0.44
H -3.332 -0.273 4.044 2.78 -0.28 -0.17
H -0.952 0.001 5.540 -0.44 0.00 0.22
H -2.182 1.330 4.926 2.08 -1.48 0.11
H -0.575 0.917 4.140 -0.20 -0.09 -0.53
C -4.106 3.640 4.202 4.49 0.85 -8.40
C -2.858 3.593 3.281 -0.96 3.48 6.98
O -2.976 3.033 2.276 0.47 -3.45 -6.12
N -1.770 4.305 3.686 -1.21 -1.54 -0.64
C -0.614 4.350 2.837 -1.24 1.85 1.73
H -4.810 3.141 3.753 -4.01 -2.48 -2.22
H -4.265 4.590 4.326 -1.81 5.78 -0.24
H -3.990 3.460 5.077 1.90 -3.59 10.70
H -1.819 4.834 4.529 0.05 0.16 0.33
H 0.126 4.774 3.437 1.70 0.53 0.64
H -0.809 4.986 2.044 -0.19 1.34 -1.81
H -0.346 3.448 2.465 0.85 -2.97 -0.88
C 0.033 -2.942 -6.170 -0.26 -1.49 0.46
C 1.185 -2.301 -5.520 0.64 -0.59 2.55
O 1.525 -2.688 -4.408 -0.09 -0.20 0.83
N 1.896 -1.362 -6.124 -1.31 1.91 -2.73
C 2.927 -0.455 -5.602 -1.83 -0.02 -2.83
H -0.854 -2.458 -6.364 -1.75 2.43 -0.06
H -0.370 -3.796 -5.639 0.74 -0.24 0.58
H 0.236 -3.296 -7.120 1.03 -0.88 -2.13
H 1.488 -1.121 -7.059 0.95 0.01 1.27
H 2.664 0.588 -5.560 -0.81 0.68 -1.25
H 3.730 -0.610 -6.257 1.65 0.18 -0.32
H 3.126 -0.478 -4.623 1.03 -1.88 3.65
C -5.697 1.486 0.439 -0.80 0.47 3.89
C -4.929 0.334 -0.065 -1.41 0.36 0.43
O -4.005 -0.193 0.502 2.79 -0.52 1.34
N -5.465 -0.223 -1.091 -1.39 -1.61 -3.17
C -4.955 -1.319 -1.891 -2.26 -1.12 -1.40
H -5.574 2.448 -0.001 0.76 0.59 -0.55
H -5.377 1.546 1.573 -0.90 0.25 -2.19
H -6.805 1.336 0.381 0.93 -0.26 0.18
H -6.360 0.104 -1.348 -0.74 0.45 -0.47
H -5.538 -1.386 -2.918 1.74 0.77 1.84
H -5.154 -2.327 -1.522 -0.28 0.17 0.75
H -3.905 -1.267 -1.895 1.34 0.31 -0.80
C 2.509 0.694 -2.297 -3.41 -1.36 2.15
C 3.499 0.984 -1.261 -2.49 4.40 2.26
O 4.385 0.228 -1.120 3.44 -1.93 1.31
N 3.286 2.157 -0.439 0.69 -0.29 0.87
C 4.082 2.472 0.805 0.63 2.88 -1.09
H 1.380 0.831 -1.775 3.05 -0.34 -1.80
H 2.756 -0.427 -2.364 -1.01 1.71 -1.21
H 2.655 1.391 -3.104 -0.21 -0.27 -0.76
H 2.425 2.759 -0.444 1.03 -1.54 -0.80
H 4.350 3.716 0.794 -0.54 -3.40 -0.19
H 5.098 1.942 0.779 -1.83 0.54 0.48
H 3.422 2.432 1.735 1.18 -0.71 -1.02
C -0.485 3.026 -2.950 7.46 -3.92 3.18
C 0.324 3.729 -1.840 -1.04 0.53 -0.88
O 0.768 3.079 -0.891 -0.63 0.82 -0.18
N 0.562 5.051 -2.067 0.07 -1.88 1.66
C 1.228 5.867 -1.036 -0.36 -2.67 0.04
H 0.269 2.993 -3.753 -0.84 -0.26 -0.23
H -1.369 3.274 -3.185 -6.32 3.01 -1.97
H -0.640 1.980 -2.532 0.58 0.97 -0.75
H 0.129 5.489 -2.860 0.00 0.10 0.01
H 1.747 5.249 -0.228 -1.76 0.84 -0.74
H 0.593 6.682 -0.873 -0.91 1.00 1.51
H 2.022 6.247 -1.518 3.14 1.76 -1.66